Molecular formula: C4H10N2O2
Method: DFT, wB97M-V/def2-TZVPD

Structure (ORCA input):
```
! RIJCOSX wB97M-V def2-TZVPD def2/J DEFGRID3
* xyz 0 1
C -0.458 -0.759 -0.257
C -0.752 -1.688 -1.399
C -1.647 -0.191 0.449
N 0.669 -0.771 0.347
N 0.804 2.055 1.607
C 1.937 1.095 -0.337
O 0.901 2.010 0.194
O 2.803 0.515 0.260
H 1.304 -1.490 0.007
H 0.015 2.671 1.795
H 0.659 1.075 1.901
H 2.090 1.484 -1.359
H -1.265 -2.584 -1.043
H -1.362 -1.171 -2.138
H -1.360 0.249 1.399
H -2.138 0.517 -0.218
H -2.370 -0.982 0.657
H 0.170 -2.035 -1.864
*
```

Values from the calculation:
HOMO-LUMO gap in eV: 9.724
Total energy in hartree: -418.2901
LUMO level in eV: 0.723
HOMO energy in eV: -9.0012
Structure (SMILES): CC(C)=N.NOC=O

Molecular formula: C31H31O2Si
Method: DFT, wB97M-V/def2-TZVPD

Structure (ORCA input):
```
! RIJCOSX wB97M-V def2-TZVPD def2/J DEFGRID3
* xyz 1 1
C 2.139 1.935 2.520
Si 2.120 0.127 2.125
C 1.414 -0.249 0.459
C 3.760 -0.670 2.452
O 1.178 -0.662 3.333
C -0.060 -0.959 3.612
C -0.289 -2.102 4.528
C -1.147 -0.311 2.936
C -2.050 -1.140 2.215
C -3.116 -0.567 1.533
C -3.344 0.811 1.618
C -2.467 1.633 2.341
C -1.353 1.090 2.969
H 2.925 2.393 1.901
H 1.187 2.423 2.271
H 2.372 2.128 3.576
H 2.078 0.190 -0.299
H 1.364 -1.331 0.283
H 0.411 0.174 0.324
H 4.509 -0.256 1.764
H 4.101 -0.494 3.480
H 3.707 -1.755 2.289
H -1.284 -2.481 4.272
H 0.453 -2.901 4.315
H -1.854 -2.214 2.202
H -3.770 -1.210 0.941
H -4.199 1.253 1.107
H -2.646 2.708 2.411
H -0.656 1.702 3.550
C -1.411 -7.190 9.515
O -2.166 -6.441 8.540
C -1.632 -5.304 8.016
C -2.465 -4.590 7.127
C -1.990 -3.444 6.516
C -0.702 -2.946 6.778
C -0.216 -1.737 5.987
C 1.217 -1.207 6.251
C 1.192 0.197 6.299
C 2.364 0.950 6.314
C 3.584 0.269 6.281
C 3.613 -1.129 6.293
C 2.425 -1.882 6.283
C -0.204 0.653 6.312
C -1.051 -0.466 6.263
C -2.407 -0.310 6.487
C -2.930 0.993 6.579
C -2.094 2.112 6.498
C -0.710 1.949 6.383
C 0.095 -3.631 7.696
C -0.328 -4.826 8.277
H -2.095 -7.988 9.806
H -0.503 -7.614 9.067
H -1.153 -6.571 10.386
H -3.466 -4.964 6.940
H -2.652 -2.941 5.810
H 2.288 2.041 6.334
H 4.515 0.835 6.231
H 4.567 -1.655 6.309
H 2.452 -2.971 6.298
H -3.057 -1.174 6.616
H -4.004 1.116 6.730
H -2.524 3.110 6.519
H -0.018 2.792 6.351
H 1.078 -3.243 7.952
H 0.340 -5.383 8.932
*
```

Values from the calculation:
HOMO-LUMO gap in eV: 6.349
Total energy in hartree: -1639.7002
LUMO level in eV: -4.330
HOMO energy in eV: -10.6787

Molecular formula: C38H47BiN3O4PSb
Method: DFT, wB97M-V/def2-TZVPD

Structure (ORCA input):
```
! RIJCOSX wB97M-V def2-TZVPD def2/J DEFGRID3
* xyz 1 1
Bi 0.751 0.143 -0.239
O -0.170 -3.714 -1.623
C 0.531 -2.796 -1.296
N 0.502 -1.487 -1.767
C 0.158 -1.286 -3.086
O -0.212 -2.128 -3.865
C 0.447 0.109 -3.585
C 0.476 0.313 -4.956
C 0.845 1.558 -5.434
C 1.163 2.551 -4.522
C 1.080 2.266 -3.172
N 0.724 1.068 -2.701
C 1.629 -2.988 -0.279
C 2.198 -4.226 -0.037
C 3.252 -4.293 0.857
C 3.680 -3.136 1.498
C 3.021 -1.952 1.232
N 2.026 -1.886 0.350
H 0.218 -0.514 -5.600
H 0.894 1.746 -6.498
H 1.464 3.538 -4.842
H 1.292 3.035 -2.446
H 1.810 -5.091 -0.554
H 3.739 -5.238 1.059
H 4.495 -3.151 2.207
H 3.282 -1.033 1.747
O -3.152 -1.312 0.179
C -2.175 -0.769 0.609
O -1.318 -0.113 -0.175
C -1.863 -0.716 2.098
P -0.096 -1.010 2.466
C 0.180 -0.381 4.132
C -0.760 -0.532 5.151
C -0.498 -0.024 6.412
C 0.706 0.621 6.667
C 1.653 0.759 5.665
C 1.387 0.262 4.397
C -0.035 -2.820 2.629
C 0.831 -3.421 3.540
C 0.884 -4.801 3.647
C 0.082 -5.594 2.838
C -0.774 -5.003 1.920
C -0.834 -3.623 1.814
H -2.521 -1.407 2.624
H -2.079 0.304 2.432
H -1.695 -1.045 4.963
H -1.230 -0.133 7.200
H 0.906 1.016 7.654
H 2.591 1.260 5.865
H 2.113 0.393 3.601
H 1.449 -2.812 4.190
H 1.545 -5.258 4.371
H 0.117 -6.671 2.929
H -1.403 -5.612 1.286
H -1.519 -3.194 1.091
C -0.979 3.069 4.219
C -1.790 3.691 3.083
C -2.059 5.151 3.447
C -3.148 2.988 2.998
Sb -0.743 3.307 1.179
C 1.129 4.431 1.352
C 1.071 5.843 1.926
C 1.791 4.472 -0.021
C 2.032 3.575 2.254
C -2.048 4.229 -0.303
C -3.164 3.204 -0.555
C -2.658 5.576 0.072
C -1.272 4.377 -1.609
H -1.591 3.069 5.127
H -0.079 3.643 4.445
H -0.689 2.038 4.019
H -2.602 5.161 4.398
H -2.680 5.673 2.723
H -1.154 5.734 3.598
H -3.599 2.971 3.995
H -3.081 1.954 2.655
H -3.843 3.512 2.342
H 0.385 6.491 1.379
H 2.067 6.295 1.869
H 0.787 5.844 2.976
H 1.267 5.115 -0.727
H 1.872 3.468 -0.447
H 2.813 4.853 0.075
H 1.652 3.463 3.270
H 3.021 4.040 2.319
H 2.177 2.568 1.846
H -3.721 2.932 0.341
H -2.770 2.284 -0.994
H -3.881 3.631 -1.263
H -3.392 5.486 0.871
H -3.188 5.977 -0.798
H -1.909 6.313 0.369
H -0.878 3.417 -1.942
H -0.457 5.098 -1.539
H -1.952 4.730 -2.391
*
```

Values from the calculation:
HOMO-LUMO gap in eV: 7.580
Total energy in hartree: -2737.4838
LUMO level in eV: -3.001
HOMO energy in eV: -10.5801

Molecular formula: C5H8N2O2
Method: DFT, wB97M-V/def2-TZVPD

Structure (ORCA input):
```
! RIJCOSX wB97M-V def2-TZVPD def2/J DEFGRID3
* xyz 0 1
C -0.056 0.754 0.431
C -0.787 0.878 -0.995
C 0.095 -0.354 -1.301
C 1.188 0.259 -0.391
C -0.389 -0.673 0.909
H -0.952 2.437 1.332
H 0.042 1.105 2.482
H -1.899 0.773 -1.191
H -0.462 1.707 -1.680
H 0.477 -0.937 -2.169
H 1.753 -0.625 0.114
H 1.762 1.054 -0.830
H -0.343 -3.199 0.318
N -0.009 1.784 1.498
N -0.425 -1.363 -0.288
O 0.382 -2.472 -0.286
O -0.377 -1.128 2.049
*
```

Values from the calculation:
HOMO-LUMO gap in eV: 9.693
Total energy in hartree: -455.1364
LUMO level in eV: 0.649
HOMO energy in eV: -9.0444
Structure (SMILES): N[C@]12C[C@H](C1)N(O)C2=O

Molecular formula: C22H30N2O3
Method: DFT, wB97M-V/def2-TZVPD

Structure (ORCA input):
```
! RIJCOSX wB97M-V def2-TZVPD def2/J DEFGRID3
* xyz 0 1
C 3.379 2.970 2.436
H 4.387 3.121 2.815
H 3.200 3.672 1.626
H 2.673 3.179 3.236
C 3.217 1.534 1.937
N 1.870 1.273 1.474
C 1.409 1.724 0.283
O 0.227 1.732 -0.017
C 2.436 2.180 -0.692
C 2.537 3.417 -1.258
O 3.521 3.448 -2.169
C 4.054 2.217 -2.216
C 3.433 1.391 -1.333
H 3.635 0.352 -1.167
H 4.856 2.052 -2.907
H 1.986 4.321 -1.087
C 0.923 0.749 2.439
H 1.015 1.306 3.377
H -0.072 0.900 2.017
C 1.130 -0.751 2.696
C 0.365 -1.216 3.937
C -1.138 -1.186 3.683
C -1.472 -1.972 2.418
N -0.754 -1.420 1.287
C 0.674 -1.560 1.479
H 0.962 -2.621 1.616
H 1.184 -1.180 0.594
C -1.217 -1.961 0.024
H -2.307 -1.877 0.021
C -0.673 -1.174 -1.178
C -1.566 -1.368 -2.368
C -1.363 -2.417 -3.251
C -2.223 -2.602 -4.322
C -3.288 -1.749 -4.518
C -3.503 -0.689 -3.636
C -2.640 -0.507 -2.564
H -2.775 0.305 -1.867
O -4.579 0.104 -3.913
C -4.840 1.196 -3.066
H -5.721 1.686 -3.478
H -4.005 1.904 -3.052
H -5.053 0.869 -2.043
H -3.966 -1.876 -5.347
H -2.060 -3.419 -5.010
H -0.529 -3.089 -3.106
H 0.336 -1.509 -1.424
H -0.636 -0.119 -0.901
H -0.965 -3.032 -0.085
H -1.225 -3.041 2.573
H -2.543 -1.901 2.217
H -1.472 -0.157 3.558
H -1.670 -1.619 4.532
H 0.618 -0.591 4.796
H 0.667 -2.241 4.170
H 2.198 -0.942 2.853
H 3.434 0.838 2.750
H 3.929 1.347 1.131
*
```

Values from the calculation:
HOMO-LUMO gap in eV: 8.895
Total energy in hartree: -1191.5289
LUMO level in eV: 0.738
HOMO energy in eV: -8.1576
Structure (SMILES): CCN(C[C@H]1CCCN(CCc2cccc(OC)c2)C1)C(=O)c1ccoc1

Molecular formula: CH4NP
Method: DFT, wB97M-V/def2-TZVPD

Structure (ORCA input):
```
! RIJCOSX wB97M-V def2-TZVPD def2/J DEFGRID3
* xyz 0 1
C 0.321 0.140 0.207
N 1.175 0.924 -0.279
P -1.426 0.059 0.177
H 0.604 -1.200 1.337
H 2.145 0.926 -0.025
H -1.324 -1.169 -0.197
H -1.495 0.320 -1.221
*
```

Values from the calculation:
HOMO-LUMO gap in eV: 9.641
Total energy in hartree: -436.4574
LUMO level in eV: 0.587
HOMO energy in eV: -9.0533

Molecular formula: C38H40F6N11O6S4Y
Method: DFT, wB97M-V/def2-TZVPD

Structure (ORCA input):
```
! RIJCOSX wB97M-V def2-TZVPD def2/J DEFGRID3
* xyz 2 1
Y -0.714 -1.460 -0.086
N -1.133 1.605 3.083
C -0.995 2.569 2.086
C -0.988 3.958 2.135
C -0.785 4.606 0.937
C -0.597 3.900 -0.264
C -0.620 2.522 -0.304
C -0.829 1.854 0.903
N -0.874 0.485 1.192
C -1.037 0.400 2.498
C -1.035 -0.899 3.166
C -0.939 -1.198 4.485
S -0.816 -2.888 4.678
C -0.913 -3.097 3.000
N -1.026 -1.987 2.320
H -1.267 1.780 4.066
H -1.132 4.504 3.057
H -0.773 5.687 0.918
H -0.433 4.455 -1.177
H -0.470 1.988 -1.233
H -0.901 -0.533 5.331
H -0.854 -4.070 2.536
F 0.149 -5.452 -2.538
C 0.791 -5.703 -1.414
F -0.034 -6.300 -0.560
F 1.845 -6.458 -1.644
S 1.380 -4.133 -0.620
O 0.140 -3.545 -0.056
O 2.406 -4.505 0.281
N 1.915 -3.234 -1.815
S 0.961 -2.145 -2.415
O -0.434 -2.543 -2.556
O 1.016 -0.881 -1.657
C 1.720 -1.816 -4.104
F 2.502 -0.765 -4.013
F 0.707 -1.562 -4.919
F 2.386 -2.865 -4.516
C -3.971 0.459 0.110
C -3.231 0.515 -1.178
N -2.131 -0.156 -1.494
C -1.827 0.198 -2.805
C -2.736 1.092 -3.250
N -3.633 1.268 -2.214
C -4.779 2.163 -2.220
N -4.447 3.437 -1.670
N -4.293 3.564 -0.327
N -4.062 4.783 -0.036
C -4.041 5.511 -1.212
C -3.834 6.880 -1.422
C -3.885 7.325 -2.719
C -4.143 6.441 -3.792
C -4.352 5.096 -3.601
C -4.291 4.653 -2.275
H -3.426 -0.154 0.821
H -4.962 0.021 -0.030
H -4.095 1.460 0.528
H -0.991 -0.213 -3.336
H -2.847 1.593 -4.195
H -5.594 1.708 -1.660
H -5.098 2.296 -3.253
H -3.655 7.549 -0.592
H -3.738 8.374 -2.931
H -4.187 6.840 -4.796
H -4.562 4.438 -4.433
C 3.929 0.908 5.167
C 4.283 0.102 3.926
C 3.908 0.856 2.660
N 4.192 0.091 1.449
C 3.383 -0.797 0.896
S 1.815 -1.080 1.504
N 3.791 -1.507 -0.187
C 4.949 -1.428 -1.013
O 4.796 -1.626 -2.190
C 6.271 -1.209 -0.380
C 7.235 -0.510 -1.102
C 8.500 -0.337 -0.564
C 8.806 -0.884 0.676
C 7.851 -1.603 1.385
C 6.579 -1.761 0.863
H 4.220 0.385 6.076
H 2.854 1.094 5.221
H 4.432 1.876 5.169
H 3.758 -0.856 3.929
H 5.353 -0.122 3.911
H 4.465 1.791 2.578
H 2.847 1.103 2.658
H 5.147 0.120 1.113
H 3.061 -2.056 -0.626
H 6.984 -0.115 -2.077
H 9.250 0.212 -1.116
H 9.797 -0.756 1.088
H 8.105 -2.049 2.337
H 5.834 -2.333 1.405
C -4.387 -4.335 -0.792
C -5.010 -3.368 0.219
C -3.808 -2.961 1.037
O -2.769 -2.787 0.048
C -2.967 -3.798 -0.995
H -4.942 -4.376 -1.726
H -4.354 -5.343 -0.381
H -5.793 -3.824 0.821
H -5.426 -2.494 -0.285
H -3.506 -3.752 1.731
H -3.913 -2.030 1.589
H -2.201 -4.564 -0.876
H -2.827 -3.292 -1.948
*
```

Values from the calculation:
HOMO-LUMO gap in eV: 8.041
Total energy in hartree: -4755.8707
LUMO level in eV: -4.969
HOMO energy in eV: -13.0098

Molecular formula: C2H9N3O
Method: DFT, wB97M-V/def2-TZVPD

Structure (ORCA input):
```
! RIJCOSX wB97M-V def2-TZVPD def2/J DEFGRID3
* xyz 0 1
N -0.714 1.563 0.789
C 0.478 1.848 1.191
N 1.635 1.120 1.312
H -0.251 0.215 -0.233
H -1.452 2.219 0.945
H 0.420 2.701 1.845
H 2.379 1.576 1.809
H 1.683 0.395 0.652
N -1.513 -1.844 -1.397
C -0.092 -1.666 -0.923
O 0.267 -0.342 -0.857
H -1.736 -0.901 -1.838
H -1.552 -2.607 -2.063
H 0.662 -2.261 -1.385
H -0.215 -2.018 0.154
*
```

Values from the calculation:
HOMO-LUMO gap in eV: 9.768
Total energy in hartree: -321.0632
LUMO level in eV: 0.867
HOMO energy in eV: -8.9010
Structure (SMILES): [H]/N=C/N.NCO

Molecular formula: C4H8NO
Method: DFT, wB97M-V/def2-TZVPD

Structure (ORCA input):
```
! RIJCOSX wB97M-V def2-TZVPD def2/J DEFGRID3
* xyz 1 1
C -0.224 0.284 -0.842
C -0.124 0.560 -2.100
C 0.466 0.233 0.457
C 0.781 -1.037 1.091
N -1.346 0.131 0.070
O 0.809 1.372 0.928
H -0.936 0.822 -2.869
H 0.870 0.521 -2.563
H -0.169 -1.574 1.207
H 1.319 -0.892 2.140
H 1.235 -1.813 0.374
H -2.067 0.852 0.217
H -1.702 -0.841 -0.022
H 1.089 1.383 1.912
*
```

Values from the calculation:
HOMO-LUMO gap in eV: 11.845
Total energy in hartree: -286.8596
LUMO level in eV: -3.492
HOMO energy in eV: -15.3367

Molecular formula: C19H26BF12IO10
Method: DFT, wB97M-V/def2-TZVPD

Structure (ORCA input):
```
! RIJCOSX wB97M-V def2-TZVPD def2/J DEFGRID3
* xyz 0 1
O 4.167 1.276 2.100
C 3.893 0.953 0.979
O 2.842 1.377 0.283
C 1.973 2.329 0.952
C 1.053 1.649 1.962
B 0.613 0.240 1.461
I -0.859 0.082 -0.062
H 4.467 0.237 0.380
H 1.403 2.785 0.152
H 2.596 3.078 1.432
H 1.550 1.567 2.931
H 0.178 2.290 2.066
H 1.051 -0.795 1.840
C 0.632 6.556 -1.828
C 0.427 7.020 -0.405
O -0.879 6.625 0.088
C -0.990 5.382 0.510
O -0.132 4.548 0.557
C -2.438 5.120 0.996
F -3.330 5.575 0.115
F -2.639 5.745 2.163
F -2.645 3.820 1.173
H -0.159 6.938 -2.473
H 1.587 6.929 -2.196
H 0.641 5.468 -1.891
H 0.418 8.104 -0.331
H 1.185 6.620 0.267
C -3.802 -2.037 -4.329
C -3.761 -0.800 -3.463
O -2.796 0.163 -3.954
C -3.187 0.921 -4.960
O -4.245 0.921 -5.515
C -2.051 1.905 -5.336
F -0.875 1.281 -5.446
F -1.936 2.846 -4.387
F -2.318 2.507 -6.490
H -2.812 -2.486 -4.404
H -4.473 -2.772 -3.889
H -4.159 -1.802 -5.331
H -3.416 -1.034 -2.459
H -4.735 -0.315 -3.400
C 5.006 -0.358 4.793
C 4.955 0.790 5.770
O 4.379 0.380 7.038
C 5.193 -0.241 7.871
O 6.351 -0.496 7.716
C 4.431 -0.600 9.171
F 3.251 -1.169 8.907
F 4.207 0.513 9.886
F 5.145 -1.437 9.914
H 4.011 -0.779 4.649
H 5.361 0.011 3.831
H 5.675 -1.144 5.142
H 4.293 1.579 5.421
H 5.942 1.209 5.959
C -1.140 -7.708 -2.314
C -1.814 -7.965 -3.641
O -3.227 -7.643 -3.581
C -3.536 -6.366 -3.707
O -2.792 -5.444 -3.878
C -5.072 -6.190 -3.635
F -5.593 -6.852 -2.600
F -5.635 -6.650 -4.758
F -5.379 -4.902 -3.509
H -1.633 -8.269 -1.520
H -0.100 -8.029 -2.369
H -1.158 -6.649 -2.063
H -1.797 -9.020 -3.905
H -1.362 -7.386 -4.445
*
```

Values from the calculation:
HOMO-LUMO gap in eV: 9.634
Total energy in hartree: -3013.0212
LUMO level in eV: 0.031
HOMO energy in eV: -9.6037
Structure (SMILES): CCOC(=O)C(F)(F)F.CCOC(=O)C(F)(F)F.CCOC(=O)C(F)(F)F.CCOC(=O)C(F)(F)F.O=COCCBI

Molecular formula: C5H10O2
Method: DFT, wB97M-V/def2-TZVPD

Structure (ORCA input):
```
! RIJCOSX wB97M-V def2-TZVPD def2/J DEFGRID3
* xyz -1 2
O -0.486 -0.724 3.333
C -0.460 -0.190 2.182
O -0.915 1.059 1.843
C 0.010 -0.959 0.995
C -0.546 -0.695 -0.399
C -0.160 0.661 -1.076
C 1.236 0.507 -1.766
H -1.562 1.459 2.437
H 1.120 -0.742 0.855
H -0.052 -2.010 1.274
H -1.648 -0.676 -0.322
H -0.169 -1.421 -1.129
H -0.002 1.463 -0.354
H -0.886 0.887 -1.850
H 1.375 1.346 -2.449
H 2.042 0.330 -1.063
H 1.100 -0.295 -2.509
*
```

Values from the calculation:
HOMO-LUMO gap (alpha / beta) in eV: 2.494 / 9.423
Total energy in hartree: -346.9320
LUMO level (alpha / beta) in eV: 3.882 / 4.077
HOMO energy (alpha / beta) in eV: 1.3879 / -5.3466

Molecular formula: C6H10O4
Method: DFT, wB97M-V/def2-TZVPD

Structure (ORCA input):
```
! RIJCOSX wB97M-V def2-TZVPD def2/J DEFGRID3
* xyz 0 1
C -1.450 0.332 0.782
C -1.455 -0.142 -0.736
C -0.468 -0.474 -1.497
C 0.845 -0.707 -0.676
C 0.948 -0.376 0.757
C -0.010 0.795 1.241
H -1.637 1.864 -0.034
H -2.049 -0.549 1.195
H -2.434 -0.107 -1.006
H -0.533 -0.550 -2.650
H 1.094 -1.948 -0.457
H 2.835 -0.177 -1.129
H 1.970 0.059 0.697
H 1.013 -2.303 0.609
H -0.237 1.244 2.263
H 0.431 1.355 -0.713
O -2.159 1.496 0.784
O 2.046 -0.225 -1.524
O 0.753 -1.394 1.887
O 0.497 1.809 0.205
*
```

Values from the calculation:
HOMO-LUMO gap in eV: 9.017
Total energy in hartree: -535.2711
LUMO level in eV: -0.791
HOMO energy in eV: -9.8084